Density functional theory data (ωB97M-V with the def2-TZVPD basis set) for a cluster of 2 separate species, C3H9N in total.

Properties
LUMO level: 1.123 eV
SMILES: C=N.CC
ΔE to the lowest compared entry with this formula, charge and spin: 139.2 kJ/mol
E_tot: -4745.6666 eV

ORCA input file:
```
! RIJCOSX wB97M-V def2-TZVPD def2/J DEFGRID3
* xyz 0 1
C -1.52177 -0.06977 -0.30411
C -2.14330 0.25488 1.04786
H -2.14255 -0.51243 -1.07810
H -1.08512 0.83852 -0.71149
H -0.68605 -0.72956 -0.07097
H -2.74100 -0.54918 1.48326
H -2.77246 1.13979 0.94631
H -1.40494 0.45888 1.82404
C 2.29831 -0.62920 -0.39016
N 1.68448 0.47546 -0.49190
H 1.72183 -1.54670 -0.27818
H 3.38461 -0.66941 -0.27012
H 2.27411 1.22065 -0.11780
*
```

Here are the Mulliken charges for atoms 1 to 8, given in e: -0.55, -0.88, 0.34, 0.24, 0.01, 0.29, 0.26, 0.28

---

Density functional theory data (ωB97M-V with the def2-TZVPD basis set) for the molecule C3H9N.

Properties
LUMO level: 1.200 eV
SMILES: CCCN
ΔE to the lowest compared entry with this formula, charge and spin: 77.3 kJ/mol
E_tot: -4746.3080 eV

ORCA input file:
```
! RIJCOSX wB97M-V def2-TZVPD def2/J DEFGRID3
* xyz 0 1
C 0.03227 -0.60117 0.63719
C -0.16879 -0.08281 -0.81641
C -1.22462 0.98942 -1.04587
N 1.33880 -0.36849 1.29458
H 0.07565 -1.67333 0.60288
H -0.72269 -0.01321 1.16572
H -0.43796 -0.98917 -1.39847
H 0.74808 0.36272 -1.27252
H -1.02259 1.78386 -0.32339
H -2.23165 0.63806 -0.72193
H -1.43230 1.33036 -2.05648
H 1.68721 0.56186 1.09545
H 2.02702 -1.04493 0.99356
*
```

Here are the Mulliken charges for atoms 1 to 8, given in e: -0.53, -0.21, -1.28, -0.60, 0.32, 0.36, 0.25, 0.28

---

Density functional theory data (ωB97M-V with the def2-TZVPD basis set) for a cluster of 2 separate species, C3H9N in total.

Properties
LUMO level: 1.092 eV
SMILES: C=CC.N
ΔE to the lowest compared entry with this formula, charge and spin: 98.4 kJ/mol
E_tot: -4746.0897 eV

ORCA input file:
```
! RIJCOSX wB97M-V def2-TZVPD def2/J DEFGRID3
* xyz 0 1
N 2.05319 -2.15690 0.22954
H 2.87291 -1.57915 0.07463
H 1.67548 -2.37098 -0.68794
H 2.41896 -3.05693 0.52965
C -1.35734 0.39674 0.85824
C -1.39001 1.25579 -0.37020
C -0.27356 1.68383 -0.94990
H -2.28123 0.41287 1.43316
H -0.44660 0.49262 1.43426
H -1.35007 -0.66391 0.54366
H -2.27809 1.73168 -0.76572
H -0.35869 2.50689 -1.64348
H 0.71505 1.34744 -0.68590
*
```

Here are the Mulliken charges for atoms 1 to 8, given in e: -0.66, 0.22, 0.23, 0.23, -0.99, 0.13, -0.83, 0.30